Record 1
16
Properties=species:S:1:pos:R:3 method="wB97M-V/def2-TZVPD" homo_energy_ha=-0.3331 lumo_energy_ev=0.5072 total_energy_ha=-362.980353 e_above_lowest_kcal_mol=66.0 gap_ha=0.3517
C -1.94661 -0.91848 -0.86940
N -0.53290 -0.84263 -0.55280
C -0.23949 -0.45018 0.78411
O 1.10346 -0.68761 1.13252
C 1.92837 0.30402 0.55373
C 1.13299 1.51562 0.02592
O 0.68897 1.53710 -1.10490
H -2.44480 0.06144 -0.95332
H -2.06750 -1.44686 -1.81887
H -2.46301 -1.49737 -0.09625
H -0.06422 -0.19306 -1.18487
H -0.88311 -0.98264 1.48977
H -0.35558 0.66596 0.93717
H 2.65214 0.61601 1.31448
H 2.45316 -0.09170 -0.32408
H 1.03815 2.41038 0.66680

***

Record 2
45
Properties=species:S:1:pos:R:3 method="wB97M-V/def2-TZVPD" homo_energy_ha=-0.3292 lumo_energy_ev=-0.6637 total_energy_ha=-1551.387752 e_above_lowest_kcal_mol=372.2 gap_ha=0.3048
C 1.44405 0.98511 -4.12990
C 2.19685 -0.28762 -3.70744
C 3.53924 0.19429 -3.09155
N 3.17159 0.91588 -2.00333
C 3.53479 0.43386 -0.66340
O 4.10145 -0.52755 -0.42378
C 3.01218 1.10274 0.42160
O 1.77894 0.93902 0.70315
C 0.92476 1.69358 -0.22480
O 1.06656 2.57787 -1.10853
C -0.58112 1.52657 0.21113
C -1.54776 1.97402 -0.94790
C -2.81665 2.03414 -0.63474
C -3.50393 1.47329 0.48630
C -2.51672 1.00320 1.49223
C -1.16943 0.84337 1.35491
O -0.25367 0.64544 2.43351
C 0.02133 -0.81611 2.24914
C -1.00506 -1.59698 2.62132
C -1.74774 -2.26785 1.51381
C -2.86593 -2.88681 1.71651
C -3.43979 -3.43727 2.73745
Cl -4.95967 -4.06586 3.14844
C -2.90739 -2.69451 4.02752
C -1.84194 -1.76076 3.75327
H 1.19357 1.64177 -3.41296
H 0.51852 0.74358 -4.78896
H 2.11542 1.56065 -4.99692
H 2.51789 -0.97388 -4.56362
H 1.95154 -0.71390 -2.97051
H 4.41070 -0.64551 -2.80336
H 4.10474 0.99374 -3.59925
H 2.84948 1.73485 -1.87154
H 3.46494 0.75709 1.36186
H 3.21338 2.24107 0.36792
H -1.01268 2.62562 -1.51039
H -3.60179 2.14355 -1.57502
H -4.34190 1.11651 0.72763
H -2.93713 0.54288 2.34382
H 0.54392 -1.07192 1.46158
H 0.63435 -0.79944 3.11578
H -1.47144 -2.10382 0.32188
H -3.43664 -3.51809 0.74753
H -3.20116 -2.67908 5.00164
H -1.15063 -1.59673 4.70799

***

Record 3
13
Properties=species:S:1:pos:R:3 method="wB97M-V/def2-TZVPD" homo_energy_ha=-0.3301 lumo_energy_ev=-0.3095 total_energy_ha=-623.453484 e_above_lowest_kcal_mol=53.6 gap_ha=0.3187
C -1.31476 0.74726 0.87303
C -1.31008 1.18035 -0.44623
N -1.12422 0.40118 -1.47950
N -0.93592 -0.89567 -1.40198
P -1.03571 -1.73216 0.00352
C -1.27275 -0.57217 1.23646
H -1.55489 1.46903 1.62278
H -1.38263 2.18108 -0.61233
H -1.39498 -0.86776 2.27138
N 1.95449 -0.39998 0.69802
H 1.33712 -1.05900 1.19631
H 1.52998 0.53827 0.67584
H 2.89437 -0.24934 1.26398

***

Record 4
21
Properties=species:S:1:pos:R:3 method="wB97M-V/def2-TZVPD" homo_energy_ha=-0.3360 lumo_energy_ev=0.7955 total_energy_ha=-441.342618 e_above_lowest_kcal_mol=65.9 gap_ha=0.3653
N -2.35446 0.17479 0.84702
C -1.18190 0.45805 1.44893
O -1.14547 0.46395 2.68681
C 0.05291 0.40178 0.63004
C 0.73327 1.64806 0.11110
C 0.22814 0.64899 -0.87401
C 1.16884 -0.53524 -0.93351
C 1.20319 -1.57254 -2.00517
C 2.39599 -0.67070 -1.77755
C 1.00862 -0.79220 0.57482
H -2.68761 0.80252 0.12843
H -2.98787 -0.41828 1.42801
H 0.16027 2.57221 0.19822
H 1.80788 1.75976 0.27900
H -0.54995 0.88615 -1.60237
H 1.28294 -2.61735 -1.69831
H 0.59679 -1.40039 -2.89664
H 2.59737 0.11059 -2.51286
H 3.28306 -1.10461 -1.31276
H 1.91410 -0.71087 1.19360
H 0.50156 -1.74141 0.78780